Molecular formula: C10H17INO
Method: DFT, wB97M-V/def2-TZVPD

As for the net charge: +1. For the HOMO energy (spin up / spin down), the calculation gives -12.33 / -12.46 eV. Its energy above the lowest of the compared OMol25 structures with the same formula, charge and spin is 21.3 kcal/mol. The frontier orbital gap (spin up / spin down) comes out at 0.2876 / 0.2502 Eh.

XYZ file:
```
30
Properties=species:S:1:pos:R:3:lowdin_charge:R:1
C -0.65 1.39 0.24 -0.1592
C -3.67 0.72 -1.30 -0.3803
C 1.01 -2.24 -1.22 -0.0533
C 0.09 -1.16 -1.70 -0.0519
C 0.64 -1.11 -0.27 -0.4048
C 2.34 2.00 0.52 -0.0068
C -1.08 0.71 1.32 -0.2752
C -0.14 -1.56 0.94 -0.1226
C 1.81 -0.26 0.05 -0.1871
C -0.36 -0.43 2.00 -0.1554
N -0.96 1.85 -0.84 0.2749
O 1.46 1.09 -0.14 -0.2701
I -3.53 -0.16 0.53 1.3166
H -0.86 2.70 -1.30 0.0992
H -3.27 0.25 -2.08 -0.0679
H 0.56 -3.28 -1.20 0.1385
H 1.94 -2.30 -1.71 0.0939
H 0.40 -0.31 -2.28 0.1083
H -0.91 -1.29 -1.77 0.0580
H 3.17 1.95 -0.11 0.0860
H 2.38 1.50 1.55 0.1286
H 1.73 2.84 0.47 0.0761
H -1.62 1.20 2.09 0.0857
H -4.36 1.43 -1.42 -0.0607
H 0.44 -2.27 1.52 0.1313
H -1.19 -1.77 0.84 0.0505
H 2.77 -0.32 -0.68 0.1909
H 2.25 -0.62 0.97 0.1313
H 0.62 0.08 2.20 0.1320
H -1.01 -0.66 2.78 0.0934
```